Record 1
The following is a quantum chemistry calculation of a single C2H5N3O molecule at a distorted geometry, from OMol25.

XYZ file:
```
11
Properties=species:S:1:pos:R:3:forces:R:3
H -0.049 -1.777 0.058 0.8 1.2 0.0
N -0.448 1.421 0.212 1.0 -0.4 -1.1
H -1.111 2.056 -0.189 -0.3 0.4 0.1
H -1.939 -1.149 0.011 -1.1 -3.9 -0.2
O 1.951 0.669 -0.175 1.1 -0.6 0.7
N 0.266 -0.791 -0.058 -2.4 -1.1 1.2
C 1.562 -0.445 0.132 0.5 0.0 -1.6
C -0.866 0.148 0.032 0.0 0.2 -0.5
H 0.468 1.370 -0.277 -0.3 1.7 0.6
H 2.249 -1.291 0.360 -0.3 0.4 0.2
N -2.082 -0.213 -0.107 1.0 2.2 0.5
```
Positions in Å, forces in eV/Å.

Computed properties:
**Total energy**: -8672.3823 eV
**LUMO**: 0.0208 hartree
**Gap between HOMO and LUMO**: 10.20 eV
**SMILES**: [H]/N=C(/N)NC=O
**Energy relative to the best compared isomer or geometry (same formula, charge and spin)**: 1.260 eV
**Highest occupied orbital energy**: -9.639 eV
**Molecular weight**: 87.08 g mol⁻¹

Results of the natural (NBO) charge analysis, in e, for atoms 1 through 4: number 1, H, carries 0.404; number 2, N, carries -0.820; number 3, H, carries 0.392; number 4, H, carries 0.309



Record 2
The following is a quantum chemistry calculation of a molecular structure, C2H5N3O, from OMol25.

XYZ file:
```
11
Properties=species:S:1:pos:R:3:forces:R:3
H 1.196 -2.937 0.447 0.0 0.1 0.0
C -0.315 0.580 -0.014 0.1 -0.2 -0.1
N -1.025 -0.527 0.414 0.5 -0.1 -0.2
H 1.947 0.400 -0.214 0.0 0.0 0.0
H -1.560 2.150 0.320 0.1 0.0 0.0
N 0.554 -1.299 -0.202 -0.2 0.1 0.3
H -0.299 2.478 -0.743 0.0 -0.1 0.0
H -1.881 -0.660 -0.146 0.1 0.0 0.0
C 0.928 0.053 -0.188 -0.1 -0.1 0.1
N -0.909 1.776 -0.354 -0.1 0.0 0.0
O 1.363 -2.013 0.681 -0.3 0.2 -0.3
```
Positions in Å, forces in eV/Å.

Computed properties:
**Total energy**: -8668.4880 eV
**LUMO**: 0.0307 hartree
**Gap between HOMO and LUMO**: 8.85 eV
**Energy relative to the best compared isomer or geometry (same formula, charge and spin)**: 5.154 eV
**Highest occupied orbital energy**: -8.012 eV
**Molecular weight**: 87.08 g mol⁻¹

Results of the natural (NBO) charge analysis, in e, for atoms 1 through 4: number 1, H, carries 0.472; number 2, C, carries 0.303; number 3, N, carries -0.522; number 4, H, carries 0.213



Record 3
The following is a quantum chemistry calculation of a single C2H5N3O molecule at a distorted geometry, from OMol25.

XYZ file:
```
11
Properties=species:S:1:pos:R:3:forces:R:3
H 0.526 -2.521 -0.315 0.8 3.3 0.0
N -1.316 -0.705 0.427 3.1 -1.1 -1.6
C -0.143 -0.478 -0.153 -0.9 -1.4 1.2
H -0.791 0.905 1.318 0.4 1.6 0.2
H 1.760 -1.209 -0.236 -0.1 -0.2 -0.2
O -0.580 1.882 1.119 -1.0 -1.5 0.0
H -1.923 0.076 0.354 -0.7 0.9 -0.3
N 0.798 -1.454 -0.426 -1.6 -3.2 0.6
C 0.415 0.820 -0.576 0.8 -2.0 -2.3
H 1.186 0.789 -1.437 -1.7 0.4 1.3
N 0.067 1.894 -0.073 0.9 3.1 1.1
```
Positions in Å, forces in eV/Å.

Computed properties:
**Total energy**: -8670.0693 eV
**LUMO**: 0.0102 hartree
**Gap between HOMO and LUMO**: 9.91 eV
**SMILES**: [H]/N=C(N)\C=N/O
**Energy relative to the best compared isomer or geometry (same formula, charge and spin)**: 3.573 eV
**Highest occupied orbital energy**: -9.637 eV
**Molecular weight**: 87.08 g mol⁻¹

Results of the natural (NBO) charge analysis, in e, for atoms 1 through 4: number 1, H, carries 0.414; number 2, N, carries -0.722; number 3, C, carries 0.378; number 4, H, carries 0.458



Record 4
The following is a quantum chemistry calculation of a molecular structure, C2H5N3O2 at a distorted geometry, from OMol25.

XYZ file:
```
12
Properties=species:S:1:pos:R:3:forces:R:3
N 0.459 0.492 2.198 1.2 -0.3 -0.3
N -0.578 0.286 -1.149 -1.8 -0.3 -3.6
O 1.208 -1.275 -1.722 2.3 -0.4 1.1
H 0.073 0.693 3.091 0.5 0.0 0.5
H -1.617 0.233 -1.090 1.2 0.0 0.6
H 1.434 0.280 1.932 -0.8 0.3 1.4
C 0.174 -1.124 -2.252 -0.3 0.6 0.5
N 0.081 0.314 -0.029 2.5 0.8 0.3
H 1.113 0.494 -0.135 -1.3 -1.0 -0.5
C -0.356 0.401 1.151 -2.5 0.9 -0.2
H -1.435 0.629 1.113 0.5 -0.6 1.2
O -0.556 -1.423 -3.108 -1.7 -0.1 -1.2
```
Positions in Å, forces in eV/Å.

Computed properties:
**Total energy**: -10718.0389 eV
**LUMO (alpha / beta)**: 0.0112 / 0.0112 hartree
**Gap between HOMO and LUMO (alpha / beta)**: 8.08 / 8.08 eV
**Energy relative to the best compared isomer or geometry (same formula, charge and spin)**: 3.771 eV
**Highest occupied orbital energy (alpha / beta)**: -7.777 / -7.776 eV
**Molecular weight**: 103.08 g mol⁻¹

Results of the natural (NBO) charge analysis, in e, for atoms 1 through 4: number 1, N, carries -0.807; number 2, N, carries -0.682; number 3, O, carries -0.671; number 4, H, carries 0.421



Record 5
The following is a quantum chemistry calculation of a single C2H5N3O2 molecule at a distorted geometry, from OMol25.

XYZ file:
```
12
Properties=species:S:1:pos:R:3:forces:R:3
C 0.382 0.078 -0.455 1.9 2.3 -3.3
H 1.714 1.274 -1.243 -0.1 -0.5 0.0
H 1.324 -0.836 -2.151 0.7 0.8 -0.3
O -1.659 0.521 2.582 1.0 -0.1 -2.8
H -0.709 -1.238 0.576 -1.3 0.3 0.5
H -1.774 0.211 -0.121 1.2 -1.0 0.7
N 0.976 1.199 -0.549 -0.7 0.6 1.1
H 0.306 -1.786 -1.305 -0.6 -1.4 0.2
N -0.754 0.572 1.718 2.0 0.0 3.0
C -0.831 -0.158 0.397 -0.5 0.2 -0.4
O 0.364 1.044 1.972 -2.2 -0.6 -0.1
N 0.661 -0.882 -1.421 -1.4 -0.7 1.3
```
Positions in Å, forces in eV/Å.

Computed properties:
**Total energy**: -10716.4437 eV
**LUMO**: -0.0002 hartree
**Gap between HOMO and LUMO**: 9.56 eV
**SMILES**: [H]/N=C(\N)C[N+](=O)[O-]
**Energy relative to the best compared isomer or geometry (same formula, charge and spin)**: 5.367 eV
**Highest occupied orbital energy**: -9.560 eV
**Molecular weight**: 103.08 g mol⁻¹

Results of the natural (NBO) charge analysis, in e, for atoms 1 through 4: number 1, C, carries 0.410; number 2, H, carries 0.338; number 3, H, carries 0.401; number 4, O, carries -0.376



Record 6
The following is a quantum chemistry calculation of a single C2H5N3O2 molecule at a distorted geometry, from OMol25.

XYZ file:
```
12
Properties=species:S:1:pos:R:3:forces:R:3
H 0.223 -0.571 2.300 0.8 1.9 -1.7
O -0.458 1.254 2.485 0.6 2.5 -4.3
H -0.577 2.016 1.678 0.1 -2.9 3.2
H 1.956 -1.093 -0.167 -2.5 0.2 -0.2
C 0.163 0.291 0.333 -1.0 1.0 1.7
N 0.476 0.357 1.781 -1.8 -1.1 0.1
H -0.691 0.663 -1.243 -0.4 1.9 1.4
H -0.914 -1.339 -2.834 0.1 0.4 0.3
O -0.722 -0.679 -2.144 -0.6 -0.6 0.3
C 0.868 -0.744 -0.411 0.2 -0.9 -1.8
N 0.353 -1.226 -1.512 3.2 -1.0 0.7
N -0.678 1.070 -0.266 1.3 -1.4 0.4
```
Positions in Å, forces in eV/Å.

Computed properties:
**Total energy**: -10715.1295 eV
**LUMO**: 0.0075 hartree
**Gap between HOMO and LUMO**: 9.49 eV
**SMILES**: [H]/N=C(\C=N/O)NO
**Energy relative to the best compared isomer or geometry (same formula, charge and spin)**: 6.681 eV
**Highest occupied orbital energy**: -9.284 eV
**Molecular weight**: 103.08 g mol⁻¹

Results of the natural (NBO) charge analysis, in e, for atoms 1 through 4: number 1, H, carries 0.374; number 2, O, carries -0.576; number 3, H, carries 0.489; number 4, H, carries 0.241



Record 7
The following is a quantum chemistry calculation of 2 unconnected molecules or ions with the total composition C2H5N3O2 at a distorted geometry, from OMol25.

XYZ file:
```
12
Properties=species:S:1:pos:R:3:forces:R:3
H 1.623 1.981 -0.187 -0.5 -1.2 -0.3
H -1.154 -0.814 2.185 0.3 1.9 -1.0
O 0.655 -1.127 -0.418 1.5 2.2 1.7
O -1.093 0.127 1.802 -2.0 -1.3 2.6
N -0.422 0.942 -1.179 0.7 -0.9 0.1
H -1.810 0.571 2.380 1.7 -0.7 -1.5
H 2.039 0.792 0.795 0.8 -1.6 2.6
H -1.201 0.547 -1.761 1.5 -0.2 1.2
N -0.694 -2.451 -1.862 -1.7 -1.7 -1.6
C -0.074 -1.848 -1.133 0.2 0.6 0.0
C 0.506 0.322 -0.573 -1.1 1.1 -0.9
N 1.625 0.956 -0.049 -1.5 1.8 -2.9
```
Positions in Å, forces in eV/Å.

Computed properties:
**Total energy**: -10718.6335 eV
**LUMO**: 0.0133 hartree
**Gap between HOMO and LUMO**: 10.50 eV
**SMILES**: [H]/N=C(/N)OC#N.O
**Energy relative to the best compared isomer or geometry (same formula, charge and spin)**: 3.177 eV
**Highest occupied orbital energy**: -10.144 eV
**Molecular weight**: 103.08 g mol⁻¹

Results of the natural (NBO) charge analysis, in e, for atoms 1 through 4: number 1, H, carries 0.405; number 2, H, carries 0.473; number 3, O, carries -0.500; number 4, O, carries -0.946



Record 8
The following is a quantum chemistry calculation of a single C2H5N3O3 molecule at a distorted geometry, from OMol25.

XYZ file:
```
13
Properties=species:S:1:pos:R:3:forces:R:3
N -0.626 -1.360 -0.478 -3.5 -2.2 0.6
C -1.083 1.383 -0.107 -7.2 3.6 1.2
C 0.355 -0.572 -0.021 1.7 -0.2 -1.4
H -2.522 -0.848 -0.107 1.8 -1.2 1.2
N 1.620 -0.866 -0.093 -1.2 2.8 1.8
H -0.395 -2.311 -0.414 0.9 -1.5 -0.6
N 2.455 0.334 -0.058 1.2 0.8 1.8
O -0.072 0.703 -0.059 6.8 0.4 1.1
O -1.869 -1.485 0.374 0.3 1.4 -1.7
H 3.215 0.276 0.685 -0.9 -1.3 -1.5
H -0.938 2.579 0.058 0.1 -2.8 -0.7
H 2.083 1.248 0.342 -0.9 -1.7 -1.1
O -2.223 0.919 -0.121 0.9 1.9 -0.7
```
Positions in Å, forces in eV/Å.

Computed properties:
**Total energy**: -12762.8967 eV
**LUMO**: 0.0131 hartree
**Gap between HOMO and LUMO**: 9.49 eV
**SMILES**: N/N=C(/NO)OC=O
**Energy relative to the best compared isomer or geometry (same formula, charge and spin)**: 4.705 eV
**Highest occupied orbital energy**: -9.132 eV
**Molecular weight**: 119.08 g mol⁻¹

Results of the natural (NBO) charge analysis, in e, for atoms 1 through 4: number 1, N, carries -0.354; number 2, C, carries 0.679; number 3, C, carries 0.585; number 4, H, carries 0.510



Record 9
The following is a quantum chemistry calculation of a single C2H5N3O3 molecule at a distorted geometry, from OMol25.

XYZ file:
```
13
Properties=species:S:1:pos:R:3:forces:R:3
C 0.358 -0.444 0.658 -2.6 -0.4 -0.7
H 1.221 -2.242 -2.520 -1.2 2.9 0.0
O 0.969 -1.488 0.880 -0.6 2.7 -0.2
N -1.163 1.423 1.347 1.2 -0.8 -2.1
H -0.708 2.286 1.270 -0.4 1.9 0.2
N -0.190 -0.036 -0.583 2.5 -0.8 -0.2
O 1.711 -0.175 -2.591 -0.7 -0.4 0.1
H -1.010 0.508 -0.552 -1.0 0.5 -0.2
H 0.119 0.323 2.553 -0.2 0.3 -1.1
C 0.935 -1.050 -2.325 4.3 -2.2 -1.1
N -0.138 0.533 1.570 2.3 -2.9 2.3
O -0.156 -0.965 -1.630 -2.7 -0.7 1.9
H -1.948 1.326 1.923 -1.0 0.0 1.0
```
Positions in Å, forces in eV/Å.

Computed properties:
**Total energy**: -12764.8016 eV
**LUMO**: 0.0224 hartree
**Gap between HOMO and LUMO**: 10.47 eV
**SMILES**: NNC(=O)NOC=O
**Energy relative to the best compared isomer or geometry (same formula, charge and spin)**: 2.800 eV
**Highest occupied orbital energy**: -9.858 eV
**Molecular weight**: 119.08 g mol⁻¹

Results of the natural (NBO) charge analysis, in e, for atoms 1 through 4: number 1, C, carries 0.761; number 2, H, carries 0.123; number 3, O, carries -0.601; number 4, N, carries -0.666



Record 10
The following is a quantum chemistry calculation of 2 unconnected molecules or ions with the total composition C2H5N3O3 at a distorted geometry, from OMol25.

XYZ file:
```
13
Properties=species:S:1:pos:R:3:forces:R:3
N -0.182 0.718 -0.829 -0.2 -0.7 -0.4
O 1.167 0.354 -0.796 1.2 -1.5 -0.6
O 2.654 -1.223 -0.045 0.3 0.9 1.2
O 2.270 0.294 1.686 0.0 0.3 -0.3
H -2.941 0.070 0.646 0.0 0.0 -0.1
H 1.586 -0.632 -1.095 -2.5 3.0 0.3
C 2.373 -0.347 0.731 0.8 -1.9 0.0
N -2.230 0.652 0.230 0.0 0.2 0.0
N -0.885 -1.212 0.422 0.0 -0.1 0.1
H 0.028 -1.603 0.224 0.0 0.1 0.0
C -1.060 -0.039 -0.020 0.3 0.1 -0.2
H -0.216 1.716 -0.645 0.2 -0.2 0.0
H -2.564 1.253 -0.508 0.0 -0.1 0.0
```
Positions in Å, forces in eV/Å.

Computed properties:
**Total energy**: -12765.9593 eV
**LUMO**: 0.0223 hartree
**Gap between HOMO and LUMO**: 10.10 eV
**SMILES**: [H]/N=C(/N)NO.O=C=O
**Energy relative to the best compared isomer or geometry (same formula, charge and spin)**: 1.642 eV
**Highest occupied orbital energy**: -9.493 eV
**Molecular weight**: 119.08 g mol⁻¹

Results of the natural (NBO) charge analysis, in e, for atoms 1 through 4: number 1, N, carries -0.336; number 2, O, carries -0.618; number 3, O, carries -0.617; number 4, O, carries -0.480



Record 11
The following is a quantum chemistry calculation of a single C2H5N3OS molecule at a distorted geometry, from OMol25.

XYZ file:
```
12
Properties=species:S:1:pos:R:3:forces:R:3
N -1.860 -0.608 0.903 1.6 2.4 -2.9
O 0.095 0.801 0.106 2.2 1.3 -1.1
H -2.066 0.170 0.084 0.2 -2.2 3.1
N -0.628 -1.213 0.358 -1.4 -3.2 0.5
C 0.459 -0.524 -0.130 -2.4 -0.2 0.0
H 1.827 1.417 -0.845 1.7 -1.0 -0.5
H -1.504 -0.070 1.719 -0.7 -0.2 -0.7
S 0.473 3.366 -0.514 0.8 -2.9 0.4
N 1.456 -0.891 -0.805 0.8 -1.7 1.1
H -0.813 -2.265 0.181 1.0 2.8 0.2
C 0.949 1.751 -0.408 -3.5 3.1 0.5
H 1.614 -1.934 -0.647 -0.4 1.8 -0.7
```
Positions in Å, forces in eV/Å.

Computed properties:
**Total energy**: -19505.4723 eV
**LUMO**: -0.0115 hartree
**Gap between HOMO and LUMO**: 8.81 eV
**SMILES**: [H]/N=C(\NN)OC=S
**Energy relative to the best compared isomer or geometry (same formula, charge and spin)**: 3.478 eV
**Highest occupied orbital energy**: -9.123 eV
**Molecular weight**: 119.15 g mol⁻¹

Results of the natural (NBO) charge analysis, in e, for atoms 1 through 4: number 1, N, carries -0.610; number 2, O, carries -0.520; number 3, H, carries 0.361; number 4, N, carries -0.512



Record 12
The following is a quantum chemistry calculation of a single C2H5N3OS molecule at a distorted geometry, from OMol25.

XYZ file:
```
12
Properties=species:S:1:pos:R:3:forces:R:3
N 0.334 0.534 -0.104 3.5 -5.9 -1.1
H -0.675 2.189 -0.075 -0.6 -0.9 -0.3
N 1.838 -1.242 -0.101 0.2 0.3 -0.7
H 1.188 0.977 0.136 0.4 1.1 0.1
N -2.029 0.712 -0.154 -1.5 -1.2 -0.2
H -0.174 -1.609 -0.475 0.7 0.7 0.0
H 3.584 -0.418 0.472 -1.3 -0.2 -0.6
S -2.696 -0.932 -0.025 -1.7 2.8 1.7
C -0.822 1.069 -0.157 -3.0 4.6 0.7
H -3.920 -0.333 0.752 2.6 -1.6 -1.8
C 0.622 -0.856 -0.323 1.4 1.4 1.7
O 2.750 -0.092 0.055 -0.7 -0.9 0.4
```
Positions in Å, forces in eV/Å.

Computed properties:
**Total energy**: -19504.3327 eV
**LUMO**: 0.0195 hartree
**Gap between HOMO and LUMO**: 9.01 eV
**SMILES**: O/N=C\N/C=N\S
**Energy relative to the best compared isomer or geometry (same formula, charge and spin)**: 4.618 eV
**Highest occupied orbital energy**: -8.484 eV
**Molecular weight**: 119.15 g mol⁻¹

Results of the natural (NBO) charge analysis, in e, for atoms 1 through 4: number 1, N, carries -0.616; number 2, H, carries 0.167; number 3, N, carries -0.160; number 4, H, carries 0.441